Computed, not measured: 11 unconnected molecules or ions with the total composition C38H76O16, with ωB97M-V with the def2-TZVPD basis set.

Calculated values
Spin multiplicity: 1

Cartesian coordinates (Å):
1 C 2.886 4.441 6.736
2 C 2.454 4.183 5.210
3 O 1.838 2.850 5.250
4 C 1.139 2.399 4.234
5 C 0.776 0.968 4.340
6 O 0.845 3.078 3.245
7 H 3.161 5.505 6.949
8 H 3.558 3.726 7.037
9 H 1.995 4.602 7.303
10 H 1.682 4.680 4.879
11 H 3.308 4.409 4.640
12 H 0.327 0.731 5.387
13 H 1.856 0.402 3.974
14 H -0.054 0.779 3.844
15 C 3.189 -1.465 0.440
16 C 1.765 -0.989 0.735
17 O 1.521 0.294 0.239
18 C 0.373 0.909 0.129
19 C 0.481 2.327 -0.239
20 O -0.733 0.284 0.302
21 H 3.856 -1.183 1.143
22 H 3.290 -1.127 -0.596
23 H 3.344 -2.417 0.424
24 H 1.168 -1.570 0.234
25 H 1.476 -1.029 1.733
26 H -0.561 2.857 -0.558
27 H 1.060 2.730 -0.991
28 H 0.603 2.798 0.558
29 C -3.265 -7.968 -1.966
30 C -2.147 -7.293 -1.128
31 O -2.142 -5.851 -1.038
32 C -1.343 -5.266 -0.217
33 C -1.577 -3.759 -0.350
34 O -0.442 -5.742 0.627
35 H -4.042 -7.807 -1.400
36 H -3.004 -8.883 -2.270
37 H -3.417 -7.165 -2.727
38 H -2.229 -7.639 -0.036
39 H -1.259 -7.500 -1.635
40 H -1.743 -3.514 -1.359
41 H -0.928 -3.217 0.165
42 H -2.605 -3.562 -0.040
43 C -3.773 0.598 -1.220
44 C -4.457 -0.540 -0.397
45 O -4.332 -1.714 -1.176
46 C -5.062 -2.769 -0.688
47 C -5.074 -3.990 -1.574
48 O -5.692 -2.788 0.321
49 H -4.056 0.567 -2.138
50 H -2.675 0.525 -1.533
51 H -3.618 1.529 -0.634
52 H -3.991 -0.691 0.529
53 H -5.423 -0.301 -0.157
54 H -5.647 -3.994 -2.335
55 H -5.348 -4.850 -0.927
56 H -4.091 -4.261 -1.971
57 C 1.462 -1.105 -2.964
58 C -0.038 -0.912 -3.170
59 O -0.598 -2.120 -3.740
60 C -1.934 -2.139 -4.136
61 C -2.444 -3.466 -4.648
62 O -2.582 -1.156 -4.347
63 H 2.090 -1.490 -3.742
64 H 1.492 -1.846 -2.177
65 H 1.982 -0.145 -2.687
66 H -0.664 -0.589 -2.277
67 H -0.210 -0.113 -3.918
68 H -2.315 -4.145 -3.676
69 H -1.822 -4.043 -5.474
70 H -3.235 -3.310 -5.404
71 C -2.693 2.587 2.051
72 C -3.261 2.556 3.500
73 C -4.782 2.252 3.479
74 O -2.647 2.699 4.621
75 H -1.597 2.413 2.244
76 H -3.013 3.447 1.442
77 H -3.108 1.640 1.722
78 H -5.280 3.343 3.409
79 H -5.005 1.819 4.395
80 H -5.288 1.526 2.751
81 C -2.763 2.452 -4.589
82 C -1.326 2.826 -4.286
83 C -0.369 2.530 -5.430
84 O -1.074 3.522 -3.104
85 H -3.396 3.057 -4.249
86 H -3.047 1.424 -4.352
87 H -2.839 2.780 -5.591
88 H -0.995 2.704 -6.381
89 H 0.028 1.622 -5.490
90 H 0.394 3.210 -5.373
91 C -0.477 6.256 -1.949
92 C -0.370 7.524 -1.095
93 C -1.602 7.883 -0.292
94 O 0.666 8.321 -1.222
95 H 0.279 6.145 -2.604
96 H -1.285 6.629 -2.503
97 H -0.675 5.542 -1.154
98 H -1.943 7.200 0.349
99 H -2.168 8.225 -1.244
100 H -1.130 8.638 0.297
101 C -0.468 -3.592 4.949
102 C 0.761 -3.805 4.147
103 C 1.011 -5.204 3.610
104 O 1.549 -2.745 3.800
105 H -1.301 -3.455 4.148
106 H -0.372 -2.775 5.610
107 H -0.565 -4.613 5.619
108 H 0.391 -5.340 2.768
109 H 0.930 -6.097 4.365
110 H 1.962 -5.260 3.114
111 C 4.169 1.949 2.457
112 C 5.248 1.928 1.344
113 C 4.751 2.070 -0.057
114 O 6.495 1.788 1.722
115 H 3.705 2.916 2.541
116 H 4.628 1.671 3.299
117 H 3.408 1.256 2.389
118 H 4.127 2.956 0.005
119 H 4.237 1.382 -0.442
120 H 5.691 2.007 -0.773
121 C 7.280 0.026 -2.381
122 C 6.062 -0.834 -2.344
123 C 6.190 -2.284 -1.764
124 O 4.958 -0.344 -2.622
125 H 7.487 0.595 -1.322
126 H 7.297 0.843 -3.014
127 H 8.198 -0.610 -2.539
128 H 5.240 -2.908 -1.920
129 H 6.152 -2.109 -0.865
130 H 7.144 -2.931 -2.145

***

Computed, not measured: 13 unconnected molecules or ions with the total composition C38H76O34S7, with ωB97M-V with the def2-TZVPD basis set.

Calculated values
Spin multiplicity: 1

Cartesian coordinates (Å):
1 C -4.555 -5.186 0.939
2 C -3.778 -5.630 -0.356
3 C -4.783 -5.510 -1.439
4 O -5.986 -5.831 -0.834
5 C -5.963 -5.211 0.491
6 H -4.173 -4.255 1.356
7 H -4.428 -6.035 1.611
8 H -3.251 -6.583 -0.404
9 H -3.028 -4.890 -0.634
10 H -4.648 -6.325 -2.150
11 H -4.692 -4.527 -1.902
12 H -6.496 -5.874 1.173
13 H -6.454 -4.239 0.546
14 C 5.702 5.679 -2.125
15 C 5.873 7.048 -2.749
16 C 7.071 7.624 -2.043
17 O 7.160 6.891 -0.854
18 C 6.148 5.877 -0.693
19 H 6.316 4.907 -2.587
20 H 4.635 5.456 -2.139
21 H 4.976 7.646 -2.585
22 H 6.049 6.757 -3.784
23 H 6.970 8.662 -1.726
24 H 7.900 7.399 -2.715
25 H 5.399 6.252 0.004
26 H 6.550 4.937 -0.315
27 C -7.687 -1.516 6.396
28 C -6.249 -1.894 6.446
29 C -5.974 -2.261 7.939
30 O -7.217 -2.750 8.261
31 C -8.234 -1.961 7.744
32 H -8.145 -1.987 5.527
33 H -7.831 -0.440 6.294
34 H -5.615 -1.011 6.359
35 H -6.120 -2.776 5.819
36 H -5.668 -1.416 8.556
37 H -5.188 -3.001 8.091
38 H -8.436 -1.160 8.455
39 H -9.184 -2.487 7.651
40 C 7.617 -1.820 -1.446
41 C 8.479 -3.041 -1.104
42 C 9.944 -2.474 -0.727
43 O 9.583 -1.233 -0.129
44 C 8.390 -0.708 -0.735
45 H 6.619 -2.058 -1.078
46 H 7.543 -1.749 -2.531
47 H 8.483 -3.752 -1.931
48 H 8.082 -3.547 -0.224
49 H 10.595 -2.339 -1.591
50 H 10.467 -3.048 0.038
51 H 8.640 0.101 -1.421
52 H 7.698 -0.276 -0.011
53 C 4.578 0.111 -7.929
54 C 3.134 0.460 -7.816
55 C 3.110 2.056 -7.549
56 O 4.243 2.422 -8.402
57 C 5.296 1.551 -8.094
58 H 4.678 -0.507 -8.822
59 H 4.838 -0.501 -7.065
60 H 2.521 -0.099 -7.110
61 H 2.683 0.320 -8.799
62 H 3.358 2.428 -6.555
63 H 2.125 2.346 -7.917
64 H 5.648 1.934 -7.136
65 H 6.197 1.553 -8.707
66 C -8.282 1.437 0.094
67 C -7.379 2.572 -0.306
68 C -6.948 2.130 -1.745
69 O -8.078 1.472 -2.296
70 C -9.050 1.279 -1.202
71 H -8.885 1.781 0.935
72 H -7.748 0.534 0.387
73 H -6.582 2.741 0.418
74 H -7.862 3.549 -0.306
75 H -6.183 1.375 -1.563
76 H -6.665 2.921 -2.439
77 H -9.573 0.326 -1.293
78 H -9.782 2.087 -1.211
79 C 2.753 -7.931 4.973
80 C 2.433 -6.482 4.500
81 O 2.728 -5.672 5.639
82 S 2.165 -6.481 6.950
83 O 0.815 -6.064 7.210
84 O 3.123 -6.448 8.055
85 O 2.165 -7.996 6.207
86 H 3.782 -8.214 5.191
87 H 2.578 -8.694 4.215
88 H 1.395 -6.240 4.274
89 H 3.181 -6.290 3.730
90 C 0.905 -5.535 -6.018
91 C 2.422 -5.856 -6.212
92 O 2.832 -6.877 -5.291
93 S 1.793 -6.892 -4.036
94 O 2.125 -5.782 -3.167
95 O 1.494 -8.233 -3.468
96 O 0.503 -6.375 -4.991
97 H 0.350 -5.964 -6.852
98 H 0.473 -4.535 -5.990
99 H 3.083 -5.000 -6.072
100 H 2.576 -6.219 -7.229
101 C -2.423 7.196 7.674
102 C -1.114 6.676 6.970
103 O -1.453 5.355 6.678
104 S -2.971 5.374 5.991
105 O -3.757 4.214 6.366
106 O -2.911 5.628 4.541
107 O -3.386 6.749 6.766
108 H -2.465 8.280 7.787
109 H -2.526 6.798 8.684
110 H -0.286 6.631 7.677
111 H -0.922 7.333 6.121
112 C 4.496 -0.513 7.916
113 C 5.861 -1.203 7.945
114 O 6.841 -0.386 7.232
115 S 6.144 1.042 6.547
116 O 5.746 0.911 5.125
117 O 6.845 2.246 6.916
118 O 4.804 0.827 7.579
119 H 3.993 -0.526 8.883
120 H 3.918 -1.005 7.133
121 H 5.959 -2.136 7.390
122 H 6.259 -1.142 8.958
123 C -3.925 0.329 -7.156
124 C -5.285 0.705 -7.756
125 O -5.753 -0.463 -8.164
126 S -4.639 -1.645 -8.569
127 O -4.589 -1.982 -10.008
128 O -4.642 -2.741 -7.631
129 O -3.401 -0.557 -8.119
130 H -3.877 -0.316 -6.279
131 H -3.269 1.197 -7.099
132 H -5.236 1.317 -8.656
133 H -5.878 1.308 -7.068
134 C -1.527 7.312 -1.127
135 C -2.431 6.006 -1.296
136 O -2.315 5.592 -2.660
137 S -1.766 6.845 -3.641
138 O -2.820 7.820 -3.918
139 O -1.035 6.340 -4.774
140 O -0.863 7.380 -2.421
141 H -0.862 7.207 -0.270
142 H -2.065 8.236 -0.920
143 H -3.408 6.233 -0.872
144 H -1.898 5.217 -0.764
145 C 0.437 -0.667 1.542
146 C -0.508 0.581 1.623
147 O -0.963 0.578 0.293
148 S 0.220 0.379 -0.728
149 O 0.779 1.681 -0.913
150 O -0.118 -0.504 -1.875
151 O 1.129 -0.467 0.333
152 H -0.123 -1.599 1.620
153 H 1.156 -0.551 2.353
154 H 0.011 1.518 1.826
155 H -1.355 0.434 2.293

***

Maximum force (computed, hartree/bohr): 0.2167 0.1279
HOMO (computed, eV): -9.12 -9.38
Orbital gap (computed, eV): 9.5 9.1